1.
The molecule C4H9FS at a distorted geometry. Source: the Open Molecules 2025 dataset; level of theory: ωB97M-V/def2-TZVPD.

Last column: Löwdin charge in e.
Atoms and positions in Å:
C  0.30641  1.42708  -0.33775  -0.042
C  0.24898  0.04857  0.24354  -0.697
C  1.44246  -0.79243  -0.21502  -0.025
F  0.35998  0.18759  1.59649  0.010
C  -0.97520  -0.78274  -0.00887  -0.476
S  -2.61553  0.00957  0.12964  0.742
H  1.25125  1.90479  -0.05645  0.097
H  -0.43807  2.12643  0.14232  0.093
H  -0.04663  1.36549  -1.32440  0.070
H  2.43889  -0.41000  -0.00380  0.087
H  1.39962  -1.65951  0.31730  0.041
H  1.48392  -0.92872  -1.34232  0.122
H  -1.23901  -0.87685  -1.06647  0.048
H  -0.73902  -1.71888  0.51356  0.102
H  -2.87804  0.09961  1.41225  -0.171

Atoms 1-3, force components in eV/Å:
-1.275 1.348 2.216
1.055 0.433 -1.138
0.597 2.029 -2.513

HOMO-LUMO gap, eV: 10.2
Net charge: 0
Energy above the lowest of the compared OMol25 structures with the same formula, charge and spin, eV: 0.974
Spin multiplicity: 1
SMILES string: CC(C)(F)CS
HOMO, eV: -9.280
LUMO, eV: 0.88
F_max, hartree/bohr: 0.06388

2.
A structure of composition C4H9IN at a distorted geometry. Source: the Open Molecules 2025 dataset; level of theory: ωB97M-V/def2-TZVPD.

Last column: Löwdin charge in e.
Atoms and positions in Å:
C  0.70398  -1.72613  -0.06180  -0.213
C  -0.03981  -0.55285  0.76285  -0.133
C  1.33021  -0.53515  -0.58059  -0.596
C  -1.21297  0.12858  0.22889  -0.091
N  -0.90859  1.74809  -0.03344  0.197
I  3.29247  0.24895  0.05966  0.782
H  1.47224  -2.38126  0.58455  0.166
H  0.03677  -2.31857  -0.65042  0.099
H  0.32322  -0.49766  1.68596  0.061
H  0.89573  -0.01200  -1.41901  0.039
H  -2.09011  -0.10094  0.75543  0.110
H  -1.34799  -0.09894  -0.84592  0.135
H  -0.92711  2.34642  0.78928  0.155
H  -1.52460  2.18001  -0.72365  0.150
H  -0.00343  1.57146  -0.55180  0.138

Atoms 1-3, force components in eV/Å:
1.055 -0.780 2.461
2.290 -1.310 -6.163
-0.660 1.606 2.595

HOMO-LUMO gap, eV: 8.9
Net charge: +1
Energy above the lowest of the compared OMol25 structures with the same formula, charge and spin, eV: 3.056
Spin multiplicity: 1
HOMO, eV: -12.612
LUMO, eV: -3.73
F_max, hartree/bohr: 0.13037

3.
The ion C4H9IN with charge +1 at a distorted geometry. Source: the Open Molecules 2025 dataset; level of theory: ωB97M-V/def2-TZVPD.

Last column: Löwdin charge in e.
Atoms and positions in Å:
C  -0.36069  0.27456  -1.68939  -0.110
C  0.20607  -0.42021  -0.48112  -0.458
C  -0.02018  1.03687  -0.32908  -0.347
C  -1.08220  -3.05721  2.03521  -0.579
N  1.07897  2.00945  -0.17072  0.173
I  -1.40688  -1.91167  0.49677  1.392
H  0.32348  0.52757  -2.49614  0.095
H  -1.42932  0.48320  -2.05080  0.133
H  1.14127  -0.94002  -0.48735  0.075
H  -0.75381  1.34379  0.42168  0.137
H  -0.36240  -3.81281  1.91463  -0.063
H  -1.11105  -2.57534  2.99256  -0.052
H  1.80634  2.23538  -0.87839  0.185
H  1.45454  1.81885  0.78110  0.179
H  0.51585  2.98760  -0.05896  0.239

Atoms 1-3, force components in eV/Å:
-0.506 2.543 0.860
-1.823 -0.376 0.047
-0.472 -1.937 -1.095

HOMO-LUMO gap (alpha / beta), eV: 7.2 / 7.2
Net charge: +1
Energy above the lowest of the compared OMol25 structures with the same formula, charge and spin, eV: 5.676
Spin multiplicity: 1
HOMO (alpha / beta), eV: -11.203 / -11.195
LUMO (alpha / beta), eV: -3.96 / -3.95
F_max, hartree/bohr: 0.08282

4.
A structure of composition C4H9IN3 at a distorted geometry. Source: the Open Molecules 2025 dataset; level of theory: ωB97M-V/def2-TZVPD.

Last column: Löwdin charge in e.
Atoms and positions in Å:
C  -1.22878  1.07433  0.08101  -0.700
C  0.22943  -1.13622  0.07444  -0.495
C  1.52516  1.07963  -0.01002  -0.094
C  0.47062  0.22779  0.59846  -0.208
N  -1.05468  2.27054  0.08076  0.107
N  -0.49607  -1.93555  0.79489  0.135
N  0.45203  -1.35722  -1.21453  0.211
I  -2.90998  -0.21103  -0.18602  0.905
H  1.07873  1.56259  -0.92349  0.093
H  1.76318  1.87684  0.66594  0.076
H  2.48183  0.37792  -0.26824  0.153
H  0.20129  0.12985  1.72777  0.160
H  -1.64592  3.07001  -0.04340  0.097
H  -0.68617  -1.57803  1.70346  0.099
H  -1.15821  -2.73373  0.47900  0.178
H  0.97067  -0.65185  -1.78839  0.151
H  0.00689  -2.06589  -1.77164  0.132

Atoms 1-3, force components in eV/Å:
2.083 -1.190 0.954
-0.329 1.332 -2.022
1.351 -1.466 -1.203

HOMO-LUMO gap, eV: 9.1
Net charge: +1
Energy above the lowest of the compared OMol25 structures with the same formula, charge and spin, eV: 2.259
Spin multiplicity: 1
HOMO, eV: -13.147
LUMO, eV: -4.07
F_max, hartree/bohr: 0.07713

5.
A cluster of 2 separate species, C4H9IO in total at a distorted geometry. Source: the Open Molecules 2025 dataset; level of theory: ωB97M-V/def2-TZVPD.

Last column: Löwdin charge in e.
Atoms and positions in Å:
C  0.37816  0.79951  -1.27157  -0.053
C  1.42809  -0.37698  0.72808  -0.110
C  -1.52525  -1.23774  0.08400  -0.602
C  0.28311  0.31193  0.22438  -0.539
O  -0.15100  1.29774  1.11334  -0.076
I  -3.30393  -0.19694  0.17875  0.749
H  -0.53451  1.14793  -1.80389  0.078
H  0.68145  -0.00363  -1.82017  0.024
H  1.19632  1.55363  -1.41034  0.092
H  2.38422  0.21054  0.52994  0.101
H  1.48372  -0.41434  1.90024  0.120
H  1.58578  -1.42873  0.48002  0.075
H  -1.54270  -1.88050  -0.81593  -0.012
H  -1.43976  -1.69986  1.12491  0.011
H  -0.92370  1.91743  0.75824  0.143

Atoms 1-3, force components in eV/Å:
-0.644 1.427 1.977
2.831 -0.337 3.449
-2.705 -2.565 1.131

HOMO-LUMO gap (alpha / beta), eV: 6.4 / 8.2
Net charge: 0
Spin multiplicity: 3
⟨S²⟩: 2.01
HOMO (alpha / beta), eV: -5.824 / -9.594
LUMO (alpha / beta), eV: 0.53 / -1.38
F_max, hartree/bohr: 0.09129

6.
A cluster of 2 separate species, C4H9ISi in total at a distorted geometry. Source: the Open Molecules 2025 dataset; level of theory: ωB97M-V/def2-TZVPD.

Last column: Löwdin charge in e.
Atoms and positions in Å:
C  0.01608  -0.72801  0.96745  0.020
C  -0.77827  0.15966  0.36423  -0.527
C  -2.18762  0.27689  0.72650  -0.121
C  -0.38340  1.07682  -0.75929  -0.085
Si  2.66859  -1.16023  -0.07810  0.056
I  4.40580  0.46614  -0.26367  0.284
H  0.08774  -1.58766  1.74315  0.084
H  -2.77216  1.17585  0.30014  0.101
H  -2.72808  -0.52670  0.18487  0.090
H  -2.29946  0.23262  1.85823  0.102
H  -0.38012  2.17143  -0.29334  0.129
H  -1.25616  1.13234  -1.54550  0.117
H  0.58810  0.82354  -1.12473  0.024
H  2.41772  -1.81471  -1.36704  -0.160
H  3.36976  -2.29728  0.83549  -0.113

Atoms 1-3, force components in eV/Å:
-1.097 -0.515 0.652
1.575 -0.943 0.275
-3.004 0.549 0.782

HOMO-LUMO gap (alpha / beta), eV: 7.3 / 7.2
Net charge: 0
Energy above the lowest of the compared OMol25 structures with the same formula, charge and spin, eV: 1.375
Spin multiplicity: 3
⟨S²⟩: 2.02
HOMO (alpha / beta), eV: -6.655 / -9.310
LUMO (alpha / beta), eV: 0.69 / -2.11
F_max, hartree/bohr: 0.06130